21
Properties=species:S:1:pos:R:3:mulliken_charge:R:1 method="wB97M-V/def2-TZVPD" homo_energy_ev=-8.051 spin_multiplicity=1 mol_weight_g_mol=153.3 relative_energy_kcal_mol=146.1 total_energy_ev=-20792.665
S 0.53227 0.32537 1.51762 0.44
N -1.48463 1.51598 -2.62903 -0.63
C -0.65127 -1.06900 -1.77314 -0.52
C -0.93206 0.60257 -3.45175 -0.37
C 1.57720 -0.49898 0.53711 -0.88
C -1.19115 -0.15698 -0.85335 0.41
C -1.58835 1.12536 -1.37137 -0.42
C 1.20545 0.19840 3.05465 -0.81
C -1.05844 -0.32390 0.85437 -0.95
C -0.47453 -0.64952 -3.04728 -0.26
H -0.17964 -1.94255 -1.38447 0.53
H -0.95050 0.88798 -4.42319 0.47
H 2.53204 -0.18167 0.68396 0.33
H -1.80606 0.41699 1.17273 0.39
H 0.24043 1.68751 1.73570 0.13
H 0.07250 -1.27429 -3.73517 0.37
H 1.43485 -0.57368 -0.49922 0.30
H 1.10957 -0.64565 3.76224 0.26
H 0.78552 1.15929 3.47809 0.23
H -1.41008 -1.22981 1.36188 0.47
H -1.93696 1.83190 -0.73232 0.51

***

23
Properties=species:S:1:pos:R:3:mulliken_charge:R:1 method="wB97M-V/def2-TZVPD" homo_energy_ev=-12.622 spin_multiplicity=1 mol_weight_g_mol=233.2 charge=+1 total_energy_ev=-31423.750
S 2.25398 -1.74989 0.51976 -0.09
F 4.96515 -1.14680 -0.71077 -0.20
F 4.81589 -0.06206 1.11934 -0.22
F 4.91667 0.93470 -0.87932 -0.25
N 0.28390 2.19549 0.61472 -0.31
N 2.19977 0.98986 0.30342 -0.18
C -0.35368 -2.43878 0.09424 -0.50
C -2.14424 -0.98173 -0.35068 -0.74
C 0.59855 -1.43823 0.12072 0.57
C -1.32472 0.08206 -0.16129 -0.75
C 0.88006 1.07018 0.30832 0.88
C 0.07613 -0.05931 0.07358 0.50
C 2.94497 -0.01189 -0.30934 -0.59
C -1.66966 -2.27461 -0.21286 -0.63
C 4.43414 -0.11145 -0.16718 0.83
H 0.62594 3.01162 1.03946 0.24
H -3.16469 -0.69437 -0.47492 0.39
H -1.80106 1.05524 -0.19319 0.27
H 0.03856 -3.43803 -0.00510 0.37
H -2.18437 -3.06989 -0.59907 0.45
H -0.72496 2.07493 0.76849 0.16
H 2.75618 1.51374 1.00859 0.34
H 2.56694 -0.16174 -1.28314 0.46

***

79
Properties=species:S:1:pos:R:3:mulliken_charge:R:1 method="wB97M-V/def2-TZVPD" homo_energy_ev=-8.695 spin_multiplicity=1 mol_weight_g_mol=729.3 total_energy_ev=-112305.594
P 3.89918 -3.69161 0.95284 1.12
P 6.27549 -3.50380 -4.03491 1.07
P -5.68608 4.60655 1.10459 0.98
P 2.15532 -4.35694 2.08186 -0.23
P -3.48220 -1.32024 0.21838 -0.12
P -5.12435 -1.83133 1.54474 1.04
O 3.54726 -2.85967 -0.41646 -0.29
O 6.11988 -3.14291 -2.40082 -0.17
O 4.75575 -2.86141 1.80443 -0.64
O -6.71237 3.51904 0.31350 -0.28
O -0.66308 -5.52882 1.34826 -0.50
O -4.45851 3.76071 0.90558 -0.54
O 6.10227 -4.98414 -3.88611 -0.70
O 4.81954 -4.95931 0.45428 -0.53
O 0.19251 3.11237 -0.86607 -0.61
O -6.45520 -1.12535 0.89610 -0.48
O -0.59606 -0.60479 -0.02569 -0.56
O 1.65753 -1.39833 1.24970 -0.34
O -4.92397 5.81379 2.01264 -0.29
O -5.85989 5.65201 -0.14406 -0.34
O 6.71388 -3.48040 -5.66368 -0.29
O -5.37002 -3.27756 1.60102 -0.65
O 4.84527 -2.78390 -4.37216 -0.31
O -4.91452 -1.14885 3.01549 -0.48
N 0.92414 1.29131 2.32975 -0.27
C -4.52844 5.43264 3.33567 -0.65
C -0.66482 -1.65062 0.54201 0.14
C 8.00797 -4.02060 -5.95886 -0.72
C -0.59798 3.61917 1.42139 -1.21
C 1.11136 1.78397 0.96282 -0.33
C -0.12274 2.53134 0.40942 0.40
C -8.11524 3.82734 0.33736 -0.70
C 0.62184 -3.55624 1.42898 1.03
C 4.74970 -1.77504 -5.38141 -0.69
C -6.20767 7.02035 0.08595 -0.69
C -2.01437 -2.35676 0.63146 0.14
C -0.67429 -4.35035 1.24281 0.01
C 6.36912 -1.77451 -2.03123 -0.83
C 2.08981 0.51121 2.80335 -1.03
C 0.61419 -2.25785 1.11445 -0.63
C 1.73458 -0.99478 2.65408 -0.61
C -2.01268 -3.64861 0.96516 -0.30
H -6.18695 -0.35051 0.36802 0.32
H 1.40441 0.97670 0.25813 0.00
H 2.25583 0.68978 3.88058 0.40
H 2.02902 -5.73925 1.75116 0.14
H 5.68472 -1.22711 -5.49514 0.32
H 6.43055 -1.71939 -0.94638 0.25
H 0.07975 0.73710 2.42856 0.26
H -8.32638 4.67437 -0.31985 0.27
H -3.97936 -0.92802 3.15506 0.34
H 5.54920 -1.13782 -2.37092 0.30
H 2.60295 -2.92004 -0.63203 0.25
H -8.44754 4.05433 1.35135 0.33
H -1.21872 4.33033 0.84533 0.35
H 7.31097 -1.42303 -2.45565 0.39
H -8.66228 2.95860 -0.02293 0.24
H -6.79773 7.37127 -0.76043 0.28
H 0.72735 -1.14311 3.09754 0.49
H 2.45387 -1.64688 3.18528 0.47
H -0.16966 2.49404 -1.51400 0.35
H -3.76496 4.65521 3.29536 0.22
H -1.24862 3.08472 2.13800 0.27
H 8.77950 -3.49252 -5.39839 0.31
H -5.30210 7.62323 0.15501 0.26
H 8.03886 -5.08470 -5.72373 0.30
H 3.96885 -1.07232 -5.09120 0.27
H -4.11616 6.31100 3.82936 0.25
H 5.03608 -4.79004 -0.48386 0.32
H 4.47415 -2.23125 -6.33253 0.27
H -6.79796 7.14042 0.99430 0.33
H -2.95466 -4.20802 1.03995 0.56
H -5.38888 5.08151 3.90570 0.33
H 2.97735 0.78046 2.20497 0.36
H -3.94799 -1.71468 -1.06920 0.12
H 0.24296 4.12761 1.92253 0.31
H 1.94462 2.51877 0.98929 0.54
H 8.19375 -3.88539 -7.02304 0.24
H -0.99682 1.86756 0.25713 0.06

***

20
Properties=species:S:1:pos:R:3:mulliken_charge:R:1 method="wB97M-V/def2-TZVPD" homo_energy_ev=-8.529 spin_multiplicity=1 mol_weight_g_mol=112.2 relative_energy_kcal_mol=67.6 total_energy_ev=-9393.918
N -1.60802 -1.47208 -1.82215 -0.64
N 0.39875 0.62332 -1.71304 -0.63
C 0.53252 0.30873 0.82909 1.36
C 2.00561 0.60423 0.75809 -1.42
C -0.05496 -1.03169 0.20252 -0.98
C -0.26899 0.26519 -0.46061 0.27
C -0.15902 0.82805 2.05799 -1.46
C -1.36478 -0.82187 -0.52729 -0.15
H -2.03679 -0.80504 -2.46221 0.23
H 0.38650 0.53701 2.96163 0.38
H -2.24842 -0.64459 0.08204 0.29
H -0.21082 1.92124 2.02779 0.32
H -1.17952 0.44339 2.15104 0.30
H 2.16867 1.63163 0.41373 0.30
H 2.47140 0.50929 1.74452 0.42
H 2.52666 -0.06996 0.07188 0.36
H -0.12758 1.35509 -2.18372 0.24
H -2.28065 -2.23033 -1.71212 0.26
H 0.68964 -1.76087 -0.08887 0.23
H 0.35979 -0.19072 -2.33031 0.32